{"formula": "C24H24BBrF2N3O5P", "method": "ωB97M-V/def2-TZVPD", "total_charge": 0, "homo_energy_ev": -8.9, "lumo_energy_ev": -1.9, "spin_multiplicity": 1, "orbital_gap_ev": 7.03, "smiles": "C[C@@H](F)CC1=C(B(O)O)C(=O)C(P(O)Br)=C(F)C1=O.c1ccncc1.c1ccncc1.c1ccncc1", "symbols": ["O", "C", "H", "C", "O", "C", "C", "H", "H", "C", "C", "C", "C", "O", "C", "C", "C", "H", "P", "H", "N", "C", "H", "H", "C", "H", "N", "O", "H", "H", "C", "H", "H", "H", "H", "H", "C", "H", "C", "H", "O", "F", "C", "H", "C", "H", "C", "C", "H", "B", "H", "N", "H", "H", "C", "H", "C", "C", "C", "Br", "F"], "positions_angstrom": [[3.0579, 4.8814, 0.1250], [-3.8368, -6.2790, -1.0703], [-1.8797, 5.3731, 3.3985], [0.4391, 2.8878, -0.3506], [2.6546, 4.7838, -2.2110], [1.0082, -5.3841, -1.9252], [-2.6370, 4.8952, 4.0110], [3.8218, 1.3388, 1.3468], [0.3410, -5.8982, -1.2471], [1.5434, -6.0455, -3.0205], [2.4842, 1.6246, -0.9548], [0.3609, 0.5015, -0.1122], [-0.2899, 1.6560, 0.0815], [-0.0888, 3.9863, -0.3814], [4.9455, 1.9445, -0.4160], [2.6917, -4.2016, -3.6844], [-4.1912, -5.2417, -0.2205], [-4.1267, -7.2958, -0.8433], [-1.9186, 1.8223, 0.9170], [2.5139, -2.4235, -2.4962], [2.3709, -5.4769, -3.8948], [-4.1545, 4.9023, 5.8447], [5.2251, 0.2894, 0.9269], [4.9488, 3.0315, -0.3144], [1.8673, 2.8009, -0.7502], [-2.1946, -4.3746, -3.3234], [-3.8674, -3.9687, -0.4352], [2.0963, -0.7166, -1.0930], [0.9565, -3.5013, -0.8819], [-5.2731, 3.0706, 6.0339], [1.7006, 0.3777, -0.7502], [-4.6110, 5.3849, 6.6991], [-4.7643, -5.4365, 0.6795], [5.4626, 1.8641, 1.6519], [-2.8695, 6.5589, 5.3472], [-4.1663, 2.0390, 4.0591], [-2.7631, -4.6567, -2.4480], [3.0111, 4.3402, 0.9204], [-3.1649, -3.6955, -1.5327], [1.3012, -7.0860, -3.2102], [-2.6079, 2.9886, 0.0375], [-0.1547, -0.6732, 0.2274], [-3.1077, -5.9771, -2.2092], [4.0586, 1.9161, -2.3897], [4.8370, 1.3051, 0.9549], [4.0856, 0.3905, -1.5532], [-4.5244, 3.6182, 5.4787], [3.9056, 1.4565, -1.4122], [1.9252, 5.3928, -2.3777], [2.5510, 4.2284, -0.9578], [-3.2081, 3.4577, 0.6340], [-2.9814, 3.6606, 3.6476], [-2.9116, -2.6508, -1.6795], [3.3708, -3.7637, -4.4082], [-3.9093, 3.0441, 4.3768], [-2.8125, -6.7577, -2.8989], [2.2125, -3.4483, -2.6215], [1.3499, -4.0558, -1.7248], [-3.1890, 5.5569, 5.0968], [-3.0928, 0.0297, 0.2520], [6.1980, 1.6090, -0.9482]], "lowdin_charge": [0.204, -0.077, 0.104, -0.328, 0.177, -0.081, -0.155, 0.082, 0.098, -0.165, -0.088, -0.214, -0.239, 0.115, -0.363, -0.154, -0.159, 0.099, 0.569, 0.072, 0.048, -0.078, 0.093, 0.136, 0.047, 0.103, 0.056, 0.132, 0.103, 0.102, -0.240, 0.106, 0.101, 0.084, 0.102, 0.105, -0.077, 0.113, -0.159, 0.099, -0.349, 0.057, -0.086, 0.144, -0.015, 0.124, -0.070, -0.068, 0.120, -0.625, 0.048, 0.035, 0.081, 0.101, -0.154, 0.105, -0.069, -0.073, -0.072, 0.315, -0.021]}



{"formula": "C24H24BrN6O2PtS", "method": "ωB97M-V/def2-TZVPD", "total_charge": 1, "homo_energy_ev": -10.5, "lumo_energy_ev": -3.8, "spin_multiplicity": 1, "de_lowest_kj_mol": 0.0, "orbital_gap_ev": 6.68, "symbols": ["C", "C", "H", "N", "N", "C", "C", "H", "S", "Pt", "C", "N", "H", "H", "H", "H", "C", "C", "C", "H", "Br", "C", "H", "C", "H", "C", "C", "C", "H", "C", "N", "H", "C", "C", "H", "C", "N", "H", "H", "C", "C", "H", "O", "H", "C", "O", "C", "N", "H", "H", "C", "H", "H", "C", "H", "H", "H", "H", "C"], "positions_angstrom": [[-2.5665, 0.6610, 2.9602], [-2.8360, -0.5517, -1.2316], [5.6974, 3.9638, -1.2734], [-0.8485, 1.1259, 1.3858], [-0.9145, -4.9408, -0.4268], [-3.6405, 1.6221, -1.7550], [0.7464, -6.7899, -0.0441], [3.5421, 2.9651, -3.0451], [1.7872, 1.2296, -2.0329], [0.2162, 1.0479, -0.4081], [0.9789, 4.3755, 2.0601], [3.1756, 3.4691, -2.2546], [4.5389, 4.1938, 0.0444], [-3.3187, -0.0262, 3.3187], [4.0445, -6.2087, 0.5090], [-1.1766, 3.6852, 3.5400], [-2.3591, 1.8881, 3.5642], [0.3420, -5.4605, -0.1818], [3.7799, 4.7511, -1.9007], [-1.9209, -0.6287, 1.3583], [-5.9938, -3.0885, -0.4706], [-1.7918, 0.3188, 1.8645], [2.0197, 4.5222, 1.7832], [-3.1693, -3.2362, -0.5328], [3.3439, -3.8503, 0.2597], [-0.7512, -3.6487, -0.4684], [3.0066, -5.9752, 0.3134], [1.2776, -4.4247, -0.0746], [5.3436, 5.5890, -0.6844], [2.0801, -7.0277, 0.2035], [0.5549, -3.2662, -0.2801], [-0.1313, -0.9601, -2.0680], [-1.8768, -2.7266, -0.6870], [-0.6132, 2.3205, 1.9918], [-4.2075, 1.7123, -0.8261], [-1.3648, 2.7265, 3.0808], [0.9041, 2.7256, 0.2605], [-2.9625, 2.1926, 4.4083], [2.9878, 5.3896, -1.5120], [-4.2542, -2.4039, -0.7081], [-1.7382, -1.3918, -1.0282], [0.0286, -7.5937, -0.1293], [-2.5523, 0.7157, -1.6002], [-3.2845, -4.2779, -0.2744], [2.2829, 2.8372, -1.4959], [-0.4421, -0.8402, -1.1591], [0.4562, 3.1495, 1.3990], [1.8510, 3.4412, -0.4020], [-4.3011, 1.3032, -2.5627], [-4.9857, -0.4476, -1.1982], [-4.1117, -1.0640, -1.0552], [0.4271, 5.2618, 1.7379], [4.1409, 5.1933, -2.8285], [2.6271, -4.6563, 0.1758], [0.8953, 4.2898, 3.1412], [2.4296, -8.0448, 0.3165], [0.8920, -2.3259, -0.1771], [-3.1933, 2.5782, -2.0081], [4.9085, 4.6117, -0.8913]], "lowdin_charge": [-0.015, -0.248, 0.078, -0.045, 0.185, -0.041, -0.007, 0.128, 0.597, 0.954, -0.002, -0.007, 0.063, 0.122, 0.105, 0.120, -0.017, -0.219, -0.227, 0.116, 0.803, -0.077, 0.080, -0.058, 0.109, -0.264, -0.083, -0.187, 0.079, -0.082, 0.167, 0.124, -0.066, -0.197, 0.101, 0.017, -0.196, 0.124, 0.111, -0.663, -0.183, 0.115, -0.109, 0.114, -0.756, -0.175, -0.239, 0.031, 0.105, 0.105, -0.051, 0.107, 0.120, -0.020, 0.085, 0.104, 0.141, 0.100, -0.079]}



{"formula": "C24H24Cl3F2N6Re", "method": "ωB97M-V/def2-TZVPD", "total_charge": 3, "homo_energy_ev": [-16.1, -17.3], "lumo_energy_ev": [-8.7, -10.4], "spin_multiplicity": 4, "de_lowest_kj_mol": 4.7, "orbital_gap_ev": [7.35, 6.87], "symbols": ["H", "N", "C", "N", "C", "H", "C", "C", "Re", "H", "C", "H", "C", "H", "H", "Cl", "C", "C", "H", "H", "C", "C", "H", "C", "H", "C", "H", "H", "H", "C", "H", "H", "C", "C", "C", "Cl", "C", "C", "C", "H", "H", "H", "C", "H", "N", "N", "C", "H", "H", "N", "C", "C", "C", "H", "H", "F", "F", "H", "Cl", "N"], "positions_angstrom": [[-2.8450, -3.3888, -0.1050], [0.6801, -1.4039, 0.2584], [1.5708, 0.1987, -4.3445], [-1.7220, 0.7615, -0.2225], [1.0064, 2.1844, -2.8207], [-1.6514, 2.9809, -2.8042], [1.4853, -1.3557, -2.0768], [-2.8906, -2.6515, 0.6872], [0.4342, 0.7106, -0.1967], [-0.3620, -3.0696, 1.0256], [1.8618, -1.1598, -4.4208], [1.5344, -3.0828, -0.7666], [-1.8130, -0.8004, 2.0512], [2.1368, -2.9843, -3.3056], [2.6542, -1.7854, -0.3724], [5.1355, 2.8251, 1.6124], [-2.3383, -0.5691, -0.4104], [1.0923, 1.6781, 3.9481], [1.6352, 0.8325, -5.2185], [1.4428, 2.4351, 1.9848], [3.5855, 1.2366, 0.2608], [0.4367, 0.6867, 4.6634], [-2.0893, -0.9602, -1.3993], [-1.8574, -1.5456, 0.7131], [-3.4227, -0.4625, -0.3486], [1.2103, 0.7263, -3.1233], [1.1287, -1.4534, 1.1713], [-4.9379, -1.6522, 3.1965], [-1.9737, 1.0069, 0.7351], [-0.4386, -0.1511, 3.9971], [0.1165, 3.2493, -1.3188], [1.9609, 2.6138, -2.5079], [1.8480, -1.9425, -3.2717], [-4.0668, -1.6901, 2.5573], [-3.9424, -2.6446, 1.5344], [5.7288, 1.8874, -1.0859], [1.6421, -1.9989, -0.7250], [-1.3460, 2.1115, -2.2203], [-0.5533, -2.2502, 0.3302], [2.1331, -1.6010, -5.3712], [-2.3621, 2.7475, -0.4438], [0.6568, 2.7415, -3.6910], [0.9068, 1.7143, 2.5880], [1.7553, 2.3866, 4.4233], [1.1070, -0.0609, -2.0352], [0.0433, 2.3029, -1.6899], [-0.6783, -0.0135, 2.6303], [0.5912, 0.5743, 5.7286], [-1.3158, 1.2527, -2.8943], [0.0772, 0.8800, 1.9152], [-2.2796, 1.8583, -1.0718], [5.0325, 1.4821, 0.4788], [-2.9721, -0.8437, 2.7952], [-0.9696, -0.9142, 4.5451], [-0.6921, -2.6917, -0.6582], [-3.1105, -0.0505, 3.8579], [-4.9029, -3.5421, 1.4134], [-3.2826, 1.6068, -1.4188], [5.7193, 0.0054, 1.1384], [2.4658, 1.0426, 0.0986]], "mulliken_spin": [0.012, 0.063, -0.003, 0.039, 0.016, 0.001, 0.038, 0.357, 1.669, -0.007, 0.024, -0.001, 0.268, 0.000, -0.001, 0.006, 0.032, -0.012, 0.001, 0.009, 0.079, 0.019, -0.014, 0.018, 0.010, 0.025, 0.008, 0.003, 0.005, 0.033, 0.003, -0.005, -0.008, 0.404, -0.060, 0.001, 0.013, 0.004, 0.017, -0.001, -0.002, 0.000, 0.020, 0.000, -0.015, 0.052, 0.000, 0.001, 0.004, 0.021, 0.011, -0.004, -0.098, 0.002, 0.002, -0.006, -0.013, 0.000, 0.002, -0.047]}



{"formula": "C24H24Cl4N2O2OsPS", "method": "ωB97M-V/def2-TZVPD", "total_charge": 3, "homo_energy_ev": [-17.0, -17.1], "lumo_energy_ev": [-11.8, -11.6], "spin_multiplicity": 1, "orbital_gap_ev": [5.26, 5.49], "symbols": ["H", "H", "Cl", "C", "Cl", "H", "C", "C", "H", "C", "C", "H", "C", "C", "N", "C", "H", "H", "C", "C", "H", "H", "C", "C", "C", "O", "C", "H", "C", "H", "C", "H", "C", "H", "O", "Cl", "H", "C", "C", "C", "H", "C", "C", "P", "Os", "C", "H", "S", "H", "H", "N", "Cl", "H", "H", "H", "H", "H", "H", "C"], "positions_angstrom": [[3.7904, -4.0992, 1.6310], [-5.1857, 1.5133, -2.9944], [-3.7345, 2.2327, -5.3134], [-1.8447, 1.9449, -3.4423], [-0.9910, -0.1747, 3.0885], [5.3993, -3.0237, 0.0941], [-0.0075, 1.7184, -1.8794], [-0.8261, -4.1607, 0.3574], [1.0163, -0.2586, 4.3968], [1.6574, -2.0715, -0.0486], [-2.3511, 1.2510, -1.1542], [4.6169, -1.3376, -1.5340], [-3.1810, -3.4674, 1.6808], [3.4500, -3.3533, 0.9252], [2.0895, 4.2322, 1.9410], [4.3531, -2.7507, 0.0601], [0.1349, -0.8860, -2.4692], [-1.1460, 2.2362, -4.2168], [-1.6862, -5.1460, 0.8106], [2.1057, -3.0137, 0.8784], [0.7679, -1.7448, 3.3800], [-3.5182, -5.5777, 1.8363], [-4.1304, 1.5403, -2.7534], [-2.3221, -2.4751, 1.2354], [1.6642, 5.6665, 0.1256], [0.5231, 1.5221, -0.7684], [0.6932, -0.6639, 3.4438], [1.2073, 6.6446, 0.2596], [0.9437, 3.8746, 1.4086], [2.0713, 5.5984, -0.8795], [2.7171, 5.3544, 1.2163], [1.4123, -3.5032, 1.5512], [-3.7174, 1.2309, -1.4632], [0.0655, -4.4463, -0.1867], [-1.9939, 0.9129, 0.0842], [-4.8619, 0.8219, -0.2742], [-1.4501, -6.1867, 0.6338], [-3.2075, 1.8840, -3.7379], [3.9138, -1.8015, -0.8554], [2.5721, -1.4598, -0.9082], [2.2502, -0.7211, -1.6331], [-1.1281, -2.8135, 0.5954], [-1.4115, 1.6331, -2.1582], [-0.0644, -1.5536, -0.1075], [-0.3280, 0.6998, 0.8839], [-2.8529, -4.8014, 1.4824], [-4.1058, -3.2032, 2.1754], [-0.0960, 2.6645, 2.1533], [-0.3740, -2.5576, -2.2124], [0.6695, 2.0078, -2.6866], [0.6560, 4.6067, 0.3489], [1.6860, 0.0425, 2.1139], [-0.2545, 4.5948, -0.0803], [-1.5500, -1.2523, -1.9985], [-2.6128, -1.4392, 1.3583], [2.4580, 3.8143, 2.7815], [3.6717, 5.0417, 0.7998], [2.8813, 6.1897, 1.8925], [-0.5042, -1.5299, -1.8681]], "lowdin_charge": [0.127, 0.137, 0.842, 0.001, 0.674, 0.128, -0.120, -0.080, 0.072, -0.434, -0.317, 0.124, -0.041, -0.034, 0.074, -0.024, 0.050, 0.138, -0.028, -0.117, 0.058, 0.129, -0.043, -0.134, -0.062, -0.186, -0.712, 0.138, -0.694, 0.130, -0.059, 0.105, -0.559, 0.117, -0.280, 0.850, 0.128, -0.624, -0.038, -0.101, 0.098, -0.376, -0.137, 0.919, 0.859, -0.021, 0.124, 0.681, 0.088, 0.168, 0.066, 0.649, 0.157, 0.066, 0.054, 0.163, 0.134, 0.139, -0.167]}



Number 1: E -4609.4634 hartree. Number 2: E -4499.3423 hartree. Number 3: E -2915.1103 hartree. Number 4: E -3858.9621 hartree.